{"formula": "C7H12", "method": "the ωB97M-V functional and the def2-TZVPD basis", "total_charge": 0, "gap_ev": 7.48, "species": ["C", "C", "C", "C", "C", "C", "C", "H", "H", "H", "H", "H", "H", "H", "H", "H", "H", "H", "H"], "coordinates": [[0.39642, 0.39016, -2.33786], [0.96435, 0.69593, -0.91481], [-0.16957, 0.55465, 0.15494], [0.03872, -0.25123, 1.28876], [0.71058, -1.50995, 1.47793], [0.50384, -2.25491, 2.58477], [-1.34434, 1.49809, -0.04760], [-0.14160, 1.18886, -2.94740], [1.14249, 0.02921, -3.15904], [-0.31549, -0.35448, -2.34894], [1.51824, 1.67479, -0.87137], [1.78710, -0.07301, -0.67248], [-0.65273, -0.09221, 2.23958], [-0.22370, -1.63616, -0.26367], [1.02317, -3.20253, 2.71775], [-0.18388, -1.84976, 3.39941], [-2.22619, 1.13614, 0.47644], [-1.17086, 2.58318, 0.29495], [-1.65654, 1.47322, -1.07137]], "forces_ev_per_a": [[1.9686, 1.8277, -2.7056], [0.4969, -1.4478, -0.1361], [1.8367, -0.4281, 0.7741], [-2.7492, 1.4341, 0.5821], [-2.1820, 0.0451, -1.1249], [0.2030, 0.7448, -0.6414], [0.2152, 0.5915, 1.5788], [0.7588, -0.2193, 1.3610], [-0.6468, 0.6168, 1.8584], [-1.5146, -1.9655, 0.5597], [-0.9764, -0.6633, 0.0890], [-1.3709, 0.9898, -0.3513], [1.2610, 0.4480, -1.7798], [1.7873, -0.1987, 1.7543], [-0.4284, 0.0924, 0.1214], [1.1019, -0.5736, -0.9440], [0.0431, 0.0132, 0.4205], [0.0042, -1.5903, -0.6496], [0.1915, 0.2832, -0.7666]]}



{"formula": "C29H29MoN5O3S2Se3Te", "method": "the ωB97M-V functional and the def2-TZVPD basis", "total_charge": 0, "gap_ev": [6.13, 6.13], "species": ["Mo", "N", "C", "C", "C", "C", "N", "C", "N", "N", "C", "O", "O", "H", "H", "H", "H", "H", "H", "H", "H", "H", "H", "H", "H", "H", "H", "Se", "Se", "Te", "Se", "S", "C", "C", "C", "C", "C", "C", "N", "C", "C", "C", "C", "C", "C", "C", "H", "H", "H", "H", "H", "H", "H", "H", "C", "C", "O", "S", "C", "C", "C", "C", "C", "C", "C", "C", "H", "H", "H", "H", "H", "H", "H"], "coordinates": [[-1.08563, -0.29166, -0.49341], [0.87932, 0.34343, -1.46547], [0.68171, 0.38047, -2.91516], [1.81157, 1.03487, -3.71177], [1.78098, 0.75145, -5.22451], [1.45467, -0.69959, -5.59879], [0.00766, -0.87624, -5.53384], [-0.63066, -2.00018, -5.29344], [-1.95998, -1.96134, -5.06519], [-0.01751, -3.19244, -5.34980], [-0.73189, 0.97132, -3.12273], [-1.17436, 1.11098, -4.27110], [-1.32696, 1.27857, -2.04508], [1.11227, 1.26682, -1.11100], [1.61227, -0.30247, -1.19125], [0.63928, -0.66202, -3.22581], [2.74982, 0.63747, -3.31059], [1.83158, 2.11587, -3.54990], [2.75597, 1.00392, -5.64304], [1.05457, 1.40219, -5.71317], [1.95296, -1.38218, -4.89867], [1.81678, -0.92531, -6.60373], [-0.50963, -0.01208, -5.25699], [-2.32927, -1.04770, -4.82985], [-2.33084, -2.70207, -4.48337], [0.98656, -3.22068, -5.31397], [-0.49434, -3.98641, -4.95485], [-2.01338, -1.87845, 1.25278], [-3.58449, -3.29665, 0.20986], [-1.97175, -4.34582, -1.38795], [-0.56369, -2.30070, -1.87279], [-3.33512, 3.21695, 1.70627], [-1.66087, 3.50034, 2.05326], [-1.10184, 4.52193, 2.81313], [0.27412, 4.58431, 2.90833], [1.07331, 3.64645, 2.24781], [0.51525, 2.62845, 1.50046], [-0.87428, 2.53872, 1.40977], [-1.60981, 1.59529, 0.69547], [-2.88853, 1.85972, 0.73579], [-3.81242, 1.08743, -0.06887], [-5.15081, 1.43312, -0.23567], [-5.91591, 0.73642, -1.15285], [-5.32851, -0.28212, -1.89481], [-4.00036, -0.63535, -1.69383], [-3.21331, 0.02965, -0.75660], [-1.72849, 5.25240, 3.30718], [0.73614, 5.36999, 3.49098], [2.15052, 3.71427, 2.32814], [1.13643, 1.88650, 1.02407], [-5.58611, 2.25413, 0.32332], [-6.95539, 0.99491, -1.30510], [-5.91896, -0.81607, -2.63005], [-3.58228, -1.45547, -2.26645], [2.75014, -2.52521, 7.48724], [4.13488, -2.01101, 7.77624], [4.71275, -2.20073, 8.81200], [4.99281, -1.04236, 6.53025], [3.82795, -0.91689, 5.19732], [2.84835, 0.07144, 5.20895], [1.94256, 0.17049, 4.16812], [2.00730, -0.71218, 3.08498], [3.00256, -1.69427, 3.07341], [3.90481, -1.79235, 4.11809], [1.07531, -0.60164, 2.00769], [0.26473, -0.46145, 1.11156], [2.53391, -3.32047, 8.19648], [2.64552, -2.87828, 6.46385], [2.03322, -1.71468, 7.62952], [2.79783, 0.76137, 6.04183], [1.17517, 0.93391, 4.17942], [3.05364, -2.38327, 2.24075], [4.67017, -2.55773, 4.10715]], "forces_ev_per_a": [[0.1106, -0.5096, -0.2918], [0.1565, 0.1208, 0.2002], [-0.1016, 0.0027, -0.1135], [-0.0145, -0.0002, -0.0652], [0.0284, 0.0022, 0.0209], [0.0257, 0.0238, -0.0076], [0.0163, 0.1053, -0.0325], [-0.1731, -0.1169, 0.0290], [0.1284, 0.0027, 0.0339], [-0.0100, 0.0616, -0.0188], [0.4380, 0.0973, 0.2158], [-0.1474, 0.0863, -0.0748], [-0.2785, -0.3169, -0.1967], [0.0266, -0.0289, 0.0289], [0.0419, 0.0495, 0.0099], [-0.0478, 0.0065, 0.0355], [-0.0055, 0.0070, 0.0195], [-0.0190, -0.0082, 0.0136], [-0.0017, -0.0077, 0.0115], [0.0025, 0.0010, -0.0183], [0.0094, -0.0074, -0.0173], [-0.0150, 0.0112, 0.0041], [-0.0010, -0.0426, 0.0039], [-0.0030, 0.0184, -0.0030], [-0.0237, -0.0140, -0.0289], [0.0001, -0.0011, -0.0045], [-0.0020, -0.0088, 0.0101], [-0.1868, 0.0711, -0.0212], [0.0181, 0.1783, 0.0687], [0.0164, -0.1528, -0.0720], [-0.0376, 0.3191, 0.1210], [-0.0178, 0.0101, 0.0017], [0.0097, 0.0030, 0.0024], [0.0128, -0.0006, -0.0005], [-0.0091, 0.0022, -0.0021], [0.0107, -0.0046, -0.0095], [-0.0156, -0.0075, 0.0255], [-0.0044, -0.0310, -0.0153], [0.0765, 0.0442, -0.0518], [-0.0028, 0.0228, 0.0283], [0.0089, 0.0003, 0.0190], [0.0013, -0.0048, -0.0164], [-0.0109, 0.0017, -0.0112], [-0.0028, -0.0059, 0.0180], [0.0076, -0.0783, 0.0456], [0.0633, 0.0690, 0.0904], [-0.0030, -0.0018, 0.0007], [0.0005, -0.0023, 0.0023], [-0.0005, 0.0010, 0.0001], [0.0101, -0.0210, 0.0088], [0.0067, 0.0012, 0.0044], [-0.0006, -0.0033, 0.0024], [0.0013, -0.0015, -0.0011], [0.0007, -0.0107, 0.0100], [0.0019, 0.0129, 0.0003], [0.0105, -0.0066, -0.0072], [0.0089, -0.0158, -0.0097], [-0.0128, 0.0123, 0.0262], [-0.0115, -0.0108, -0.0058], [0.0079, 0.0024, 0.0009], [-0.0193, 0.0167, -0.0045], [0.0228, -0.0347, -0.0256], [0.0037, 0.0079, 0.0111], [-0.0081, 0.0043, 0.0017], [-0.0004, 0.1087, -0.0345], [-0.1058, -0.0325, 0.0390], [-0.0079, 0.0097, 0.0075], [0.0094, -0.0201, 0.0060], [-0.0003, 0.0096, -0.0177], [0.0006, 0.0008, 0.0005], [0.0043, 0.0007, -0.0015], [-0.0008, 0.0023, -0.0001], [0.0035, 0.0002, 0.0016]]}



{"formula": "C14H18F18LiN4O12S6", "method": "the ωB97M-V functional and the def2-TZVPD basis", "total_charge": -1, "gap_ev": 7.96, "species": ["Li", "C", "C", "C", "N", "C", "C", "C", "C", "C", "H", "H", "H", "H", "H", "H", "H", "H", "H", "H", "H", "H", "H", "H", "H", "H", "H", "H", "C", "F", "F", "F", "S", "O", "O", "N", "S", "O", "O", "C", "F", "F", "F", "C", "F", "F", "F", "S", "O", "O", "N", "S", "O", "O", "C", "F", "F", "F", "C", "F", "F", "F", "S", "O", "O", "N", "S", "O", "O", "C", "F", "F", "F"], "coordinates": [[0.19044, -0.58126, -1.37093], [-3.62973, 2.96303, 6.18385], [-3.04030, 1.74242, 5.47308], [-2.22542, 2.16084, 4.23572], [-1.50593, 1.05875, 3.54328], [-2.37474, -0.10125, 3.26290], [-0.93186, 1.61843, 2.23864], [0.41304, 0.94640, 2.02061], [0.71034, 0.13725, 3.28888], [-0.26486, 0.66655, 4.31087], [-3.55028, 2.82884, 7.26769], [-4.69109, 3.11009, 6.00415], [-3.01315, 3.84969, 6.02565], [-3.74743, 0.93839, 5.27997], [-2.30368, 1.29896, 6.15505], [-1.48348, 2.80354, 4.70906], [-2.82302, 2.77382, 3.56351], [-2.75221, -0.54647, 4.17985], [-1.74295, -0.85103, 2.78758], [-3.20113, 0.17572, 2.61654], [-1.67837, 1.33835, 1.49134], [-1.00323, 2.70295, 2.20319], [0.27264, 0.31133, 1.16114], [1.16238, 1.68911, 1.76405], [0.59632, -0.91802, 3.04270], [1.74548, 0.24325, 3.60491], [-0.44391, 0.03324, 5.17536], [0.10775, 1.62513, 4.67461], [-0.50912, -4.26598, -0.14071], [-1.25264, -3.92198, -1.19557], [-1.25221, -4.97851, 0.69484], [0.53318, -4.96892, -0.55854], [0.07004, -2.70272, 0.69722], [-1.08753, -1.84170, 0.72833], [0.47760, -3.11445, 2.00868], [1.11790, -2.00002, -0.35571], [2.59080, -2.30985, 0.23086], [2.88397, -1.28693, 1.20581], [2.84036, -3.67593, 0.56324], [3.71014, -2.07350, -1.23133], [3.37569, -2.93071, -2.17803], [3.72906, -0.82972, -1.67280], [4.94098, -2.33120, -0.76387], [0.69641, -2.87027, -4.33532], [0.45712, -3.13367, -3.04329], [1.76075, -3.56425, -4.71229], [-0.36968, -3.24346, -5.04154], [0.93098, -1.01479, -4.52551], [-0.31088, -0.54953, -5.05569], [1.28716, -0.53673, -3.20591], [2.05289, -1.04172, -5.71656], [2.97924, 0.24655, -5.51568], [2.32173, 1.51883, -5.38627], [4.04853, -0.03114, -4.60049], [3.81994, 0.25608, -7.16681], [4.43529, -0.89091, -7.39888], [2.93039, 0.48371, -8.14712], [4.70056, 1.26661, -7.20812], [1.81794, 2.24873, -1.36148], [2.41606, 3.39726, -1.03710], [2.22123, 1.86352, -2.55197], [2.11337, 1.27491, -0.49179], [-0.00019, 2.60852, -1.30107], [-0.18673, 3.14529, 0.01771], [-0.26353, 3.42328, -2.42993], [-0.68879, 1.10457, -1.41280], [-2.19736, 1.38597, -1.89940], [-2.92697, 2.36576, -1.13150], [-2.36696, 1.40250, -3.30625], [-3.01024, -0.17014, -1.32807], [-3.01649, -0.26724, -0.00116], [-4.25642, -0.22929, -1.77149], [-2.35524, -1.23484, -1.85989]], "forces_ev_per_a": [[0.4020, -0.3302, -0.6729], [0.1840, -0.3820, 0.8333], [0.7964, -0.4036, 0.0841], [-0.7278, 0.2997, 1.5248], [0.1646, 0.8880, 0.3269], [0.3217, -0.8233, 0.0094], [-1.2158, -0.3075, -0.6930], [-0.2437, 0.5067, -0.1158], [0.1925, -0.4163, -0.7254], [0.4423, 0.4803, 0.1360], [-0.1160, -0.2187, -0.0693], [0.1051, 0.3368, -0.4408], [-0.3612, 0.1485, -0.4365], [-0.3441, 0.3197, -0.0934], [-0.1120, -0.0878, -0.0086], [0.2834, 0.2007, -0.7093], [0.0371, -0.3670, -0.3908], [0.0587, 0.2097, 0.1338], [-0.2117, 0.0132, -0.3364], [0.0724, 0.1250, -0.0957], [0.2635, -0.1077, -0.1603], [0.5613, 0.0170, 0.6064], [0.3893, -0.3174, -0.1586], [0.0570, -0.0549, 0.1640], [-0.1902, -0.0816, 0.3737], [-0.0418, 0.1201, 0.1514], [-0.4197, -0.1687, -0.1557], [0.1168, -0.0659, 0.1261], [0.3175, 0.7681, -0.5201], [-0.0159, -0.2008, 0.2050], [0.0554, -0.1074, 0.0782], [-0.1970, -0.2346, 0.1200], [-1.3010, 0.7003, -0.1353], [-0.2092, 0.1286, -0.6228], [0.8701, -0.1678, -0.2294], [-0.7349, -1.7487, 1.5703], [1.3153, 0.9999, 0.3383], [0.3919, -0.2154, -0.3271], [-0.1432, -0.3556, 0.0209], [0.0727, 0.6451, 0.6439], [0.1830, 0.1051, -0.1770], [-0.3598, -0.0871, -0.2273], [-0.0939, -0.3892, -0.2072], [0.0585, 0.5693, 0.1315], [-0.0531, -0.0848, -0.0998], [-0.1343, -0.1465, -0.0378], [0.2274, -0.2429, -0.0030], [-0.4499, -0.6806, -2.1952], [-0.3957, -0.0264, 0.3528], [0.3114, -0.3709, 0.2535], [-0.7583, 0.9727, 1.9333], [1.0336, -0.0435, 0.0310], [-0.1331, -0.3229, -0.3498], [0.4438, 0.1504, 0.1524], [-0.8708, 0.6123, -0.0296], [0.2761, -0.1317, -0.1484], [0.1188, -0.2205, 0.0026], [0.0999, -0.3294, 0.1408], [-0.3991, -0.3242, -0.7173], [0.1629, -0.3416, 0.2553], [-0.0439, 0.3584, 0.1300], [0.1845, 0.2046, 0.3035], [0.4605, -0.8560, 0.5822], [0.0992, 0.1434, 0.2660], [-0.1925, 0.4351, -0.4947], [-0.0268, 1.9192, 0.1938], [-1.6808, -0.4731, 0.0192], [0.5768, 0.1139, 0.2661], [0.0977, -0.1576, -0.5283], [0.7761, -0.5686, -0.7433], [-0.1845, 0.0046, 0.0444], [-0.1864, 0.2177, 0.0863], [-0.0332, 0.2466, 0.4648]]}



{"formula": "C5H13N2O", "method": "the ωB97M-V functional and the def2-TZVPD basis", "total_charge": 0, "multiplicity": 2, "gap_ev": [10.08, 9.19], "species": ["N", "C", "C", "N", "C", "C", "C", "O", "H", "H", "H", "H", "H", "H", "H", "H", "H", "H", "H", "H", "H"], "coordinates": [[0.59445, 1.79467, -2.51672], [2.06509, -1.84331, 0.46267], [0.66147, -1.50313, 0.90843], [0.10136, -0.46101, 0.12322], [-2.01704, 0.58124, -0.49372], [-1.17236, -0.01248, 0.60326], [-0.95418, 0.99956, 1.74799], [-1.58504, 2.01177, 1.87480], [2.66431, -0.93727, 0.38896], [1.15699, 1.15329, -1.96943], [0.94357, 1.77040, -3.46490], [2.57621, -2.53906, 1.11835], [2.05803, -2.26771, -0.53962], [0.62618, -1.25949, 1.97508], [-0.00421, -2.37426, 0.84320], [0.77968, 2.71998, -2.15165], [-2.97411, 0.96301, -0.13616], [-1.49033, 1.40534, -0.97738], [-2.21824, -0.14732, -1.28482], [-1.72320, -0.82920, 1.08349], [-0.08862, 0.77498, 2.40496]], "forces_ev_per_a": [[0.0356, 0.0109, 0.0663], [0.2257, 0.1331, -0.3806], [0.0362, -0.3533, 0.1031], [-0.0358, 0.3914, -0.1106], [-0.2133, 0.3499, -0.7143], [-0.2935, 0.1228, 0.2388], [0.4314, 0.3430, -0.4947], [-0.0109, -0.3042, 0.1136], [0.0318, 0.0883, 0.1640], [-0.1231, -0.1261, 0.0499], [0.0475, 0.0305, -0.0904], [-0.0461, -0.1285, 0.2006], [-0.0986, -0.1023, -0.0511], [0.0959, 0.1825, 0.2504], [-0.0368, -0.1819, -0.1053], [0.0110, 0.1035, -0.0323], [0.1035, -0.0985, 0.1984], [0.0308, -0.0503, 0.0736], [0.0818, -0.0540, 0.2136], [-0.0761, -0.3092, 0.1769], [-0.1968, -0.0475, 0.1302]]}



Results for M: 96.17, 1020.14, 975.62, 117.17 (in g mol⁻¹, following the order of the records).